Here is a molecular structure, C32H26Cl3MgN4O4S4 from the Open Molecules 2025 dataset. Energies are from ωB97M-V/def2-TZVPD.

Last column: Mulliken charge in e.
CARTESIAN COORDINATES (ANGSTROEM)
Mg -0.776 -1.214 -0.733  1.624
C -0.998 -4.145 1.515  -0.282
C 0.099 -3.536 2.109  -0.287
C 1.321 -3.513 1.453  -0.169
C 1.450 -4.111 0.207  -0.481
C 0.362 -4.744 -0.374  -0.382
C -0.866 -4.754 0.276  -0.378
H -1.962 -4.128 2.008  0.344
H -0.013 -3.042 3.068  0.318
H 2.163 -2.987 1.885  0.367
H 2.385 -4.033 -0.331  0.268
H 0.458 -5.192 -1.355  0.362
H -1.728 -5.201 -0.200  0.335
S 1.371 -0.551 -1.221  -0.939
S -3.689 1.784 -3.036  -0.191
C -2.069 2.334 -2.966  -0.485
C -1.335 1.516 -2.172  -0.718
N -2.045 0.490 -1.597  0.290
C -3.296 0.523 -1.961  -0.369
H -1.734 3.195 -3.518  0.400
H -0.271 1.532 -1.979  0.431
H -4.033 -0.200 -1.648  0.471
Cl 0.484 4.840 -2.044  -0.229
C 0.697 4.184 -0.445  0.557
C 1.311 2.955 -0.283  -2.022
C 1.440 2.451 1.000  0.855
C 0.967 3.126 2.122  -0.476
C 1.053 2.559 3.522  -0.185
C 1.152 1.031 3.609  -1.212
N 0.032 0.376 2.965  0.454
C -1.297 0.339 3.327  -0.546
C -1.955 -0.230 2.280  -1.064
N -1.060 -0.526 1.281  0.110
C 0.120 -0.161 1.735  -0.438
O 2.074 3.160 4.311  -0.531
C 3.348 3.310 3.711  -1.188
C 4.044 2.005 3.436  -0.070
C 4.390 1.088 4.386  1.138
Cl 4.206 1.256 6.087  -0.220
S 5.036 -0.358 3.728  -0.218
C 4.843 0.246 2.136  -0.483
C 4.331 1.506 2.131  -0.449
C 0.362 4.366 1.903  0.688
Cl -0.273 5.295 3.237  -0.253
C 0.220 4.906 0.638  -0.732
H 1.633 2.350 -1.121  0.693
H 1.902 1.477 1.087  0.534
H 0.131 2.842 4.036  0.842
H 1.194 0.760 4.666  0.324
H 2.050 0.639 3.133  0.089
H -1.643 0.722 4.271  0.538
H -3.008 -0.424 2.176  0.514
H 1.017 -0.289 1.125  0.152
H 3.918 3.907 4.426  0.549
H 3.274 3.878 2.778  0.312
H 5.097 -0.365 1.286  0.501
H 4.116 2.057 1.228  0.471
H -0.268 5.859 0.501  0.458
O -5.124 -3.801 -4.629  -0.715
S -4.637 -2.564 -4.076  1.185
O -5.539 -1.436 -4.087  -0.664
N -4.026 -2.771 -2.580  -0.600
C -2.748 -2.466 -2.541  0.158
O -2.056 -2.451 -1.491  -0.725
C -2.149 -2.073 -3.867  1.157
C -0.851 -1.679 -4.147  -0.089
C -0.564 -1.316 -5.458  -0.955
C -1.541 -1.349 -6.448  -0.379
C -2.844 -1.738 -6.157  -0.690
C -3.113 -2.092 -4.853  -0.252
H -0.082 -1.619 -3.380  0.320
H 0.439 -0.993 -5.705  0.445
H -1.283 -1.060 -7.460  0.382
H -3.613 -1.754 -6.918  0.429

Calculated values
* ΔE to the lowest compared entry with this formula, charge and spin: 4.2 kcal/mol
* HOMO energy: -3.55 eV
* maximum force: 0.01106 hartree/bohr
* Kohn-Sham gap: 5.5 eV
* charge: -1